Entry from the OMol25 dataset: C63H65N10OPbS3Si3 as an isolated structure (wB97M-V/def2-TZVPD).

```
146
Properties=species:S:1:pos:R:3
Pb 0.25 -0.08 -0.29
N -0.39 2.43 -0.80
S -0.99 3.73 -0.63
N -2.62 3.93 -0.22
S -3.80 3.45 -1.05
N -3.96 2.07 -1.67
S -3.60 0.58 -0.97
N -2.27 0.02 -1.05
C -4.28 0.75 0.68
C -5.64 0.67 0.94
C -6.08 0.80 2.25
C -5.16 1.01 3.27
C -3.80 1.10 2.99
C -3.35 0.96 1.68
C -4.85 -0.38 -1.81
C -5.69 0.12 -2.80
C -6.54 -0.76 -3.46
C -6.56 -2.10 -3.13
C -5.71 -2.59 -2.14
C -4.85 -1.73 -1.49
C -5.18 3.84 0.02
C -6.45 3.70 -0.52
C -7.55 3.98 0.28
C -7.36 4.37 1.60
C -6.08 4.49 2.12
C -4.97 4.23 1.33
C -4.14 4.52 -2.45
C -4.48 5.84 -2.18
C -4.74 6.69 -3.24
C -4.64 6.22 -4.54
C -4.27 4.91 -4.79
C -4.02 4.04 -3.74
C -0.33 4.70 0.72
C -1.00 5.71 1.38
C -0.34 6.39 2.40
C 0.96 6.05 2.73
C 1.62 5.03 2.07
C 0.97 4.34 1.05
C -0.81 4.82 -2.05
C -1.02 6.19 -2.01
C -0.83 6.93 -3.16
C -0.43 6.31 -4.34
C -0.22 4.94 -4.36
C -0.41 4.18 -3.21
H -6.35 0.49 0.14
H -7.14 0.73 2.47
H -5.50 1.10 4.29
H -3.08 1.25 3.79
H -2.29 1.01 1.44
H -5.67 1.17 -3.05
H -7.19 -0.38 -4.24
H -7.22 -2.78 -3.66
H -5.70 -3.64 -1.90
H -4.14 -2.10 -0.74
H -6.58 3.38 -1.54
H -8.55 3.88 -0.12
H -8.22 4.58 2.22
H -5.94 4.78 3.16
H -3.96 4.30 1.72
H -4.54 6.19 -1.16
H -5.01 7.72 -3.05
H -4.84 6.89 -5.37
H -4.18 4.55 -5.81
H -3.73 3.01 -3.91
H -2.03 5.95 1.13
H -0.85 7.18 2.94
H 1.47 6.59 3.53
H 2.63 4.75 2.33
H 1.44 3.51 0.54
H -1.31 6.68 -1.08
H -0.97 8.01 -3.14
H -0.26 6.89 -5.23
H 0.11 4.44 -5.27
H -0.23 3.12 -3.19
O -0.05 0.53 2.00
C -0.52 0.17 3.14
C -0.35 1.03 4.26
C -0.86 0.75 5.50
C -1.60 -0.42 5.71
C -1.77 -1.29 4.65
C -1.26 -1.03 3.38
C -1.50 -1.98 2.29
N -1.04 -1.92 1.06
C -1.53 -3.02 0.39
C -2.30 -3.76 1.22
N -2.28 -3.09 2.43
H 0.22 1.94 4.08
H -0.69 1.44 6.32
H -2.00 -0.66 6.69
H -2.33 -2.20 4.83
H -1.30 -3.18 -0.65
H -2.83 -4.68 1.09
H -2.74 -3.38 3.27
C 3.85 -0.54 -2.38
Si 2.33 -0.56 -3.51
C 1.78 1.26 -3.54
C 2.97 -0.85 -5.27
C 1.06 -1.74 -2.98
Si -0.42 -1.85 -4.02
C -1.04 -0.14 -4.54
C -1.95 -2.63 -3.22
C -0.20 -2.81 -5.64
Si 1.79 -3.27 -2.39
C 0.66 -4.78 -2.17
C 3.15 -4.02 -3.49
C 2.58 -3.08 -0.65
C 3.65 -3.85 -0.20
C 4.14 -3.68 1.09
C 3.54 -2.74 1.92
C 2.47 -2.02 1.41
N 2.01 -2.18 0.17
H 4.56 0.19 -2.76
H 4.37 -1.50 -2.31
H 3.57 -0.24 -1.37
H 2.58 1.90 -3.16
H 0.90 1.46 -2.93
H 1.55 1.59 -4.56
H 3.90 -0.31 -5.46
H 2.23 -0.51 -6.01
H 3.15 -1.92 -5.46
H -1.23 0.47 -3.65
H -1.98 -0.23 -5.10
H -0.32 0.39 -5.17
H -2.26 -2.04 -2.35
H -1.80 -3.67 -2.91
H -2.78 -2.62 -3.94
H 0.50 -2.30 -6.30
H -1.15 -2.93 -6.18
H 0.21 -3.81 -5.45
H 0.22 -5.08 -3.12
H -0.14 -4.65 -1.44
H 1.29 -5.61 -1.82
H 2.65 -4.45 -4.37
H 3.71 -4.83 -3.02
H 3.86 -3.28 -3.85
H 4.11 -4.57 -0.86
H 4.99 -4.26 1.44
H 3.89 -2.56 2.92
H 1.97 -1.27 2.02
N 2.49 1.19 0.49
C 3.45 1.77 0.77
C 4.61 2.46 1.15
C 4.98 3.64 0.45
N 5.28 4.60 -0.11
C 5.35 2.03 2.27
N 5.96 1.68 3.19
```

Computed properties:
Total charge: -1
E_tot in eV: -144718.421
ΔE to the lowest compared entry with this formula, charge and spin in eV: 0.000